DFT (the ωB97M-V functional and the def2-TZVPD basis) results for a single C6H10O2 molecule.

The geometry in XYZ format:
```
18
C6H10O2 (the ωB97M-V functional and the def2-TZVPD basis)
C -0.784 1.723 0.311
C -0.270 0.791 -0.673
C -0.915 -0.668 -0.737
C -0.439 -1.433 0.517
O 0.933 -1.658 0.545
C 1.652 -0.371 0.474
C 1.092 0.280 -0.838
O 0.777 1.529 -1.437
H 0.010 1.877 1.084
H -1.072 2.663 -0.128
H -1.739 1.281 0.671
H -0.730 -1.207 -1.644
H -2.000 -0.452 -0.648
H -0.859 -0.895 1.482
H -0.869 -2.477 0.493
H 2.701 -0.578 0.714
H 1.236 0.189 1.349
H 1.274 -0.594 -1.535
```

Properties
Structure (SMILES)   C[C@]12CCOC[C@@H]1O2
Kohn-Sham gap   9.76 eV
Net charge   0
ΔE to the lowest compared entry with this formula, charge and spin   467.10 kJ/mol